Here is a molecular structure, C22H24BN7Pt from the OMol25 dataset. Energies are from wB97M-V/def2-TZVPD.

Values from the calculation:
* energy relative to the best compared isomer or geometry (same formula, charge and spin): 14.10 kJ/mol
* multiplicity: 3
* largest force on an atom: 3.5 eV/Å
* highest occupied orbital energy (alpha / beta): -0.263 / -0.281 hartree
* Kohn-Sham gap (alpha / beta): 7.65 / 6.20 eV
* E_LUMO (alpha / beta): 0.490 / -1.452 eV
* calculated total energy: -1380.1119 Ha

Each line ends with the natural charge from an NBO analysis.
Atoms and positions in Å:
H -0.18171 -2.85083 1.94641  0.233
N 0.89130 -2.23109 0.21473  -0.374
B 2.70115 -1.90878 -1.63407  0.584
N 1.96230 -2.75895 -0.50270  -0.302
C 2.12953 -4.04340 -0.09522  0.019
Pt -0.33233 -0.80727 -0.39932  0.895
H 2.80916 -4.72295 -0.61222  0.230
C 1.26658 -4.29581 1.00021  -0.353
H 1.15763 -5.20012 1.58014  0.235
C 0.54512 -3.11432 1.19450  -0.009
H 3.32963 -2.66399 -2.30115  -0.050
C 0.33462 4.66858 0.92750  -0.849
H -0.62021 5.20760 0.80663  0.207
H 0.29715 3.75307 0.31209  0.217
H 1.14842 5.31065 0.54764  0.214
N 3.69993 -0.76843 -1.07562  -0.369
N 1.66146 -1.19344 -2.59132  -0.307
N 3.12154 0.14135 -0.16207  -0.299
N 0.70446 -0.33520 -2.04016  -0.386
C 4.97411 -0.37761 -1.25980  -0.015
C 1.43314 -1.26914 -3.92118  0.024
H 5.63815 -0.95718 -1.87657  0.209
H 1.98245 -1.96308 -4.54519  0.228
C 5.20916 0.77817 -0.55785  -0.382
C 0.39020 -0.37283 -4.25301  -0.358
C 3.96787 1.07212 0.07657  -0.039
C 0.01034 0.23174 -3.07325  -0.020
H 6.09586 1.38603 -0.43546  0.221
H -0.06257 -0.20543 -5.22492  0.235
H 3.71244 1.93606 0.67130  0.201
H -0.76437 0.96757 -2.86607  0.232
H 0.49010 4.42787 1.92838  0.211
C -1.93871 0.00403 4.89327  -0.245
C -0.63480 0.02784 4.35605  -0.186
C -0.47997 0.07378 2.97002  -0.282
C -1.64464 0.11401 2.16245  0.228
C -2.94331 0.02697 2.71251  -0.275
C -3.09727 -0.01686 4.08478  -0.200
N -1.60534 0.06620 0.78856  -0.618
C -2.62779 0.46796 -0.06146  0.210
C -2.83203 -0.30792 -1.22922  -0.286
C -3.68122 0.18804 -2.21184  -0.205
C -4.20207 1.48328 -2.04271  -0.218
C -3.84248 2.31888 -0.96352  -0.204
C -3.05175 1.80425 0.05471  -0.248
H -2.06981 -0.00225 5.97537  0.212
H 0.24441 0.02321 5.01606  0.221
H 0.49809 0.07581 2.48678  0.240
H -3.76462 -0.05370 1.98945  0.219
H -4.11951 -0.05801 4.47535  0.219
H -2.25755 -1.24918 -1.36998  0.234
H -3.94847 -0.44056 -3.06903  0.224
H -4.89372 1.86333 -2.79209  0.216
H -4.18480 3.35528 -0.87981  0.223
H -2.62528 2.39467 0.87533  0.235